1.
The following is a DFT calculation (ωB97M-V/def2-TZVPD) of a cluster of 2 separate species, C5H14O in total in a non-equilibrium geometry.

- orbital gap (eV) = 11.7
- energy (eV) = -7459.3785
- LUMO level (Eh) = 0.0283
- relative energy (zero: lowest compared OMol25 entry of this formula, charge and spin) (eV) = 0.407

The geometry in ORCA input format:
```
! RIJCOSX wB97M-V def2-TZVPD def2/J DEFGRID3
* xyz 0 1
C -0.558 2.030 -1.479
C -0.601 1.512 -0.048
C 0.145 0.245 0.160
C 1.699 0.360 -0.095
C -0.267 -0.281 1.544
H -1.205 2.914 -1.603
H -0.847 1.273 -2.227
H 0.487 2.330 -1.668
H -0.311 2.290 0.684
H -1.664 1.260 0.133
H -0.107 -0.469 -0.650
H 2.141 1.110 0.582
H 1.820 0.708 -1.134
H 2.249 -0.589 0.025
H -0.042 0.555 2.228
H 0.371 -1.139 1.816
H -1.322 -0.571 1.679
O -0.615 -4.595 -0.372
H -0.050 -4.025 0.197
H -1.323 -4.920 0.228
*
```

Atomic partial charges in e from the Mulliken method, atoms 1 to 5: -1.235 -0.451 0.742 -1.423 -1.430

2.
The following is a DFT calculation (ωB97M-V/def2-TZVPD) of a cluster of 2 separate species, C5H14O in total in a non-equilibrium geometry.

- orbital gap (eV) = 11.1
- energy (eV) = -7457.3845
- LUMO level (Eh) = 0.0333
- relative energy (zero: lowest compared OMol25 entry of this formula, charge and spin) (eV) = 2.401

The geometry in ORCA input format:
```
! RIJCOSX wB97M-V def2-TZVPD def2/J DEFGRID3
* xyz 0 1
C 0.947 -1.453 -0.987
C 1.449 -0.031 -0.811
C 2.382 -0.077 0.328
O 2.226 0.293 -2.041
H 0.463 -1.692 -0.058
H 1.918 -2.021 -1.150
H 0.229 -1.447 -1.831
H 0.687 0.657 -0.891
H 2.470 0.754 1.086
H 3.338 -0.512 0.117
H 2.139 -0.781 1.191
H 3.059 0.797 -1.805
C -2.669 0.831 0.166
C -2.771 0.511 1.643
H -1.714 0.927 -0.210
H -3.146 1.776 -0.010
H -3.251 0.199 -0.537
H -1.677 0.371 1.938
H -3.057 -0.463 1.615
H -3.021 1.363 2.245
*
```

Atomic partial charges in e from the Mulliken method, atoms 1 to 5: -1.161 0.459 -1.379 -0.587 0.330

3.
The following is a DFT calculation (ωB97M-V/def2-TZVPD) of a cluster of 2 separate species, C5H14O in total in a non-equilibrium geometry.

- orbital gap (eV) = 10.9
- energy (eV) = -7457.6505
- LUMO level (Eh) = 0.0345
- relative energy (zero: lowest compared OMol25 entry of this formula, charge and spin) (eV) = 2.135

The geometry in ORCA input format:
```
! RIJCOSX wB97M-V def2-TZVPD def2/J DEFGRID3
* xyz 0 1
C 0.824 0.692 -1.724
C 0.425 -0.565 -0.817
C -0.489 -1.460 -1.694
O 1.679 -1.160 -0.640
H 1.504 0.149 -2.436
H 1.382 1.486 -1.142
H -0.117 1.109 -2.153
H -0.025 -0.343 0.176
H -0.825 -2.179 -1.021
H -1.412 -1.032 -1.965
H -0.120 -2.046 -2.594
H 1.582 -2.119 -0.855
C -0.038 1.016 2.571
C -1.176 0.943 1.586
H -0.131 1.614 3.605
H 0.468 0.002 2.820
H 0.803 1.500 2.114
H -1.380 -0.228 1.516
H -0.911 1.269 0.626
H -2.042 1.352 2.025
*
```

Atomic partial charges in e from the Mulliken method, atoms 1 to 5: -1.184 1.213 -1.571 -0.560 0.383

4.
The following is a DFT calculation (ωB97M-V/def2-TZVPD) of a cluster of 2 separate species, C5H14O in total in a non-equilibrium geometry.

- orbital gap (alpha / beta) (eV) = 11.8 / 4.2
- energy (eV) = -7448.1514
- LUMO level (alpha / beta) (Eh) = -0.1012 / -0.3810
- relative energy (zero: lowest compared OMol25 entry of this formula, charge and spin) (eV) = 1.172
- expectation value of S² = 0.7530

The geometry in ORCA input format:
```
! RIJCOSX wB97M-V def2-TZVPD def2/J DEFGRID3
* xyz 1 2
C 0.512 -1.894 0.445
C 0.030 -0.504 -0.116
C 1.109 0.586 -0.063
C 0.519 1.813 -0.580
C 2.281 -0.028 -0.857
H 1.198 -2.499 -0.141
H 1.206 -1.719 1.348
H -0.321 -2.531 0.822
H -0.229 -0.690 -1.205
H -0.811 -0.194 0.495
H 1.630 0.563 0.963
H 1.200 2.732 -0.550
H -0.166 2.329 0.116
H 0.068 1.649 -1.592
H 2.389 -1.056 -0.508
H 3.201 0.583 -0.764
H 2.132 -0.108 -1.961
H -4.635 -0.158 1.193
H -3.261 -0.558 1.044
O -3.788 0.227 0.971
*
```

Atomic partial charges in e from the Mulliken method, atoms 1 to 5: -1.264 -0.209 0.497 -1.102 -1.185

5.
The following is a DFT calculation (ωB97M-V/def2-TZVPD) of a cluster of 3 separate species, C5H14O2 in total in a non-equilibrium geometry.

- orbital gap (eV) = 9.6
- energy (eV) = -9505.9006
- LUMO level (Eh) = 0.0277
- relative energy (zero: lowest compared OMol25 entry of this formula, charge and spin) (eV) = 1.099

The geometry in ORCA input format:
```
! RIJCOSX wB97M-V def2-TZVPD def2/J DEFGRID3
* xyz 0 1
C -0.081 -0.052 -1.273
C 0.638 -1.107 -0.439
C 1.415 -0.868 0.622
C 1.934 -2.035 1.474
C 1.819 0.493 1.136
H -1.135 -0.216 -1.022
H 0.275 0.943 -1.039
H 0.033 -0.337 -2.318
H 0.045 -2.022 -0.414
H 1.353 -2.189 2.382
H 2.944 -1.708 1.735
H 2.017 -2.889 0.806
H 1.807 0.654 2.209
H 1.385 1.346 0.614
H 2.881 0.570 0.828
O -1.409 3.038 1.531
H -0.523 2.709 1.329
H -1.836 2.328 1.985
O -3.313 -0.249 -2.743
H -2.522 0.237 -3.031
H -3.697 -0.607 -3.532
*
```

Atomic partial charges in e from the Mulliken method, atoms 1 to 5: -0.868 -0.347 0.791 -1.260 -1.318

6.
The following is a DFT calculation (ωB97M-V/def2-TZVPD) of a cluster of 3 separate species, C5H14O2 in total in a non-equilibrium geometry.

- orbital gap (eV) = 10.2
- energy (eV) = -9505.9514
- LUMO level (Eh) = 0.0240
- relative energy (zero: lowest compared OMol25 entry of this formula, charge and spin) (eV) = 1.048

The geometry in ORCA input format:
```
! RIJCOSX wB97M-V def2-TZVPD def2/J DEFGRID3
* xyz 0 1
C -2.174 -3.688 -0.556
C -1.180 -3.391 -1.374
C -0.581 -2.038 -1.627
C -1.532 -0.892 -1.340
C -1.014 0.494 -1.690
H -2.753 -3.185 0.192
H -2.555 -4.708 -0.604
H -0.676 -4.217 -1.874
H -0.105 -1.994 -2.601
H 0.286 -1.987 -0.949
H -2.489 -1.074 -1.849
H -1.763 -0.885 -0.284
H -1.771 1.196 -1.376
H -0.932 0.675 -2.762
H -0.022 0.732 -1.305
O 1.653 4.643 4.031
H 0.980 4.005 3.765
H 1.276 5.117 4.781
O 3.625 2.553 1.300
H 3.098 3.339 1.490
H 3.730 2.492 0.345
*
```

Atomic partial charges in e from the Mulliken method, atoms 1 to 5: -0.845 -0.117 -0.453 -0.263 -1.354

7.
The following is a DFT calculation (ωB97M-V/def2-TZVPD) of a cluster of 3 separate species, C5H14O2 in total in a non-equilibrium geometry.

- orbital gap (eV) = 10.1
- energy (eV) = -9504.2952
- LUMO level (Eh) = 0.0246
- relative energy (zero: lowest compared OMol25 entry of this formula, charge and spin) (eV) = 2.705

The geometry in ORCA input format:
```
! RIJCOSX wB97M-V def2-TZVPD def2/J DEFGRID3
* xyz 0 1
C 0.679 -1.323 -1.458
C 0.392 -1.866 -0.268
C 1.226 -1.573 0.903
C -1.018 -2.108 0.124
C -1.492 -1.474 1.396
H 1.767 -1.240 -1.706
H -0.028 -1.186 -2.317
H 1.151 -2.579 1.588
H 2.416 -1.468 0.630
H 0.998 -0.683 1.439
H -0.981 -3.274 0.089
H -1.861 -1.945 -0.692
H -2.313 -2.134 1.825
H -0.792 -1.233 2.112
H -1.711 -0.454 1.003
O 0.462 6.563 0.153
H 0.888 6.713 -0.637
H 0.147 5.608 0.031
O 0.033 2.166 -1.253
H 0.459 1.427 -0.911
H -0.422 2.062 -2.051
*
```

Atomic partial charges in e from the Mulliken method, atoms 1 to 5: -1.175 0.968 -1.306 -0.317 -1.211

8.
The following is a DFT calculation (ωB97M-V/def2-TZVPD) of a cluster of 2 separate species, C5H14O2 in total in a non-equilibrium geometry.

- orbital gap (eV) = 10.8
- energy (eV) = -9506.2793
- LUMO level (Eh) = 0.0207
- relative energy (zero: lowest compared OMol25 entry of this formula, charge and spin) (eV) = 0.720

The geometry in ORCA input format:
```
! RIJCOSX wB97M-V def2-TZVPD def2/J DEFGRID3
* xyz 0 1
C -1.911 1.387 -0.071
C -0.706 0.465 0.199
C -0.442 0.070 1.657
C -0.613 -0.793 -0.679
C -1.203 -0.734 -2.075
O -0.430 -1.513 -2.998
H -2.394 1.638 0.859
H -2.660 0.844 -0.635
H -1.657 2.302 -0.590
H 0.191 1.058 0.008
H 0.608 -0.203 1.694
H -0.471 0.966 2.274
H -1.196 -0.613 2.014
H -1.193 -1.573 -0.163
H 0.419 -1.138 -0.686
H -1.223 0.294 -2.460
H -2.219 -1.115 -2.150
H 0.147 -0.893 -3.470
O 6.021 -0.030 2.404
H 5.460 -0.321 1.678
H 5.471 -0.097 3.190
*
```

Atomic partial charges in e from the Mulliken method, atoms 1 to 5: -1.361 0.843 -1.649 -0.602 -0.629

9.
The following is a DFT calculation (ωB97M-V/def2-TZVPD) of a cluster of 2 separate species, C5H14O2S in total in a non-equilibrium geometry.

- orbital gap (eV) = 9.1
- energy (eV) = -20341.4910
- LUMO level (Eh) = 0.0213
- relative energy (zero: lowest compared OMol25 entry of this formula, charge and spin) (eV) = 0.638

The geometry in ORCA input format:
```
! RIJCOSX wB97M-V def2-TZVPD def2/J DEFGRID3
* xyz 0 1
C -2.072 -0.649 -1.708
S -0.745 -1.593 -0.937
C 0.664 -0.589 -1.593
C 0.795 0.789 -0.932
C 0.806 0.855 0.603
C 1.186 -0.362 1.448
O 2.602 -0.414 1.593
H -2.948 -0.583 -1.067
H -1.752 0.349 -1.999
H -2.395 -1.108 -2.649
H 1.622 -1.073 -1.438
H 0.422 -0.555 -2.649
H 1.711 1.250 -1.318
H 0.019 1.441 -1.344
H -0.205 1.104 0.900
H 1.522 1.579 0.959
H 0.711 -0.213 2.426
H 0.786 -1.318 1.122
H 2.941 -1.301 1.459
O -1.620 1.000 2.542
H -2.447 1.343 2.186
H -1.605 0.049 2.395
*
```

Atomic partial charges in e from the Mulliken method, atoms 1 to 5: -0.855 -0.109 -0.886 -0.720 -0.128

10.
The following is a DFT calculation (ωB97M-V/def2-TZVPD) of a cluster of 3 separate species, C5H14O3 in total in a non-equilibrium geometry.

- orbital gap (alpha / beta) (eV) = 2.3 / 10.1
- energy (eV) = -11551.4006
- LUMO level (alpha / beta) (Eh) = 0.1115 / 0.1103
- relative energy (zero: lowest compared OMol25 entry of this formula, charge and spin) (eV) = 2.646
- expectation value of S² = 0.7504

The geometry in ORCA input format:
```
! RIJCOSX wB97M-V def2-TZVPD def2/J DEFGRID3
* xyz -1 2
O -3.593 0.117 0.267
C -2.472 0.563 0.323
C -2.369 1.818 -0.745
C -0.851 2.144 -1.104
C -0.057 0.901 -1.245
C -0.027 0.222 -2.596
H -1.614 0.181 0.868
H -2.975 2.756 -0.312
H -2.916 1.506 -1.732
H -0.343 2.775 -0.427
H -0.833 2.569 -2.116
H -0.521 -0.030 -0.836
H 0.982 0.920 -0.889
H -1.031 -0.066 -2.858
H 0.534 -0.652 -2.536
H 0.573 0.785 -3.331
H 1.902 -3.627 1.536
H 2.380 -2.166 1.868
O 1.977 -2.681 1.182
H 3.318 -2.131 5.081
H 4.253 -2.947 4.370
O 3.683 -2.956 5.234
*
```

Atomic partial charges in e from the Mulliken method, atoms 1 to 5: -0.426 -0.327 -0.545 -0.475 -0.286

11.
The following is a DFT calculation (ωB97M-V/def2-TZVPD) of a structure of composition C5H14O3 in a non-equilibrium geometry.

- orbital gap (eV) = 3.9
- energy (eV) = -11549.2625
- LUMO level (Eh) = -0.1350
- relative energy (zero: lowest compared OMol25 entry of this formula, charge and spin) (eV) = 4.861

The geometry in ORCA input format:
```
! RIJCOSX wB97M-V def2-TZVPD def2/J DEFGRID3
* xyz 0 1
C -1.382 1.095 1.225
C -0.691 -0.241 1.596
C 0.257 -2.884 -0.851
O 0.118 0.202 -2.648
C 0.300 -1.748 -0.125
C -0.790 -1.286 0.622
H -0.979 1.894 1.844
H -2.464 1.014 1.180
H -1.039 1.438 0.243
H -1.151 -0.409 2.594
H 0.373 -0.181 1.836
H -0.559 -3.599 -0.736
H 1.130 -3.421 -1.206
H 0.268 -0.671 -2.301
H 1.270 -1.269 -0.021
H -1.676 -1.923 0.637
H 1.208 1.937 -0.358
H 0.837 3.380 -1.623
O 0.534 2.548 -1.261
H 2.129 1.950 1.017
H 0.608 0.877 -2.125
O 1.698 1.298 0.459
*
```

Atomic partial charges in e from the Mulliken method, atoms 1 to 5: -1.056 -0.274 -0.492 -0.650 -0.204